Density functional theory data (the ωB97M-V functional and the def2-TZVPD basis) for a structure of composition C48H51ClIN4O4OsTe.

Each line ends with the Mulliken spin population.
Geometry (Å):
Os (-0.456, 0.529, 0.357)  0.692
Cl (-4.477, -4.243, 3.905)  0.000
C (-3.497, -2.896, 3.476)  0.001
C (-2.724, -2.273, 4.433)  -0.001
C (-1.888, -1.222, 4.085)  0.000
I (-0.653, -0.271, 5.487)  0.001
C (-1.773, -0.752, 2.770)  0.003
O (-0.936, 0.163, 2.434)  0.010
C (-2.637, -1.359, 1.796)  0.014
N (-2.586, -0.846, 0.552)  0.041
C (-3.341, -1.367, -0.395)  0.001
C (-4.201, -2.447, -0.164)  -0.004
C (-4.279, -2.978, 1.101)  0.001
C (-3.492, -2.439, 2.135)  0.000
H (-2.763, -2.608, 5.459)  0.000
H (-3.271, -0.899, -1.370)  -0.001
H (-4.787, -2.852, -0.973)  0.000
H (-4.943, -3.798, 1.317)  0.000
C (-2.538, 4.681, 1.282)  0.002
C (-1.577, 3.506, 1.001)  -0.011
N (-2.336, 2.355, 0.527)  0.055
C (-2.902, 2.641, -0.783)  0.002
C (-3.682, 3.971, -0.737)  0.000
N (-3.855, 4.338, 0.690)  0.001
C (-4.457, 3.202, 1.430)  0.001
C (-3.413, 2.066, 1.465)  -0.014
H (-2.173, 5.607, 0.836)  0.000
H (-2.671, 4.842, 2.353)  -0.001
H (-1.033, 3.224, 1.904)  0.004
H (-0.838, 3.772, 0.241)  0.005
H (-3.548, 1.809, -1.068)  0.000
H (-2.095, 2.699, -1.511)  0.002
H (-4.660, 3.880, -1.211)  0.000
H (-3.130, 4.770, -1.235)  0.000
H (-4.476, 5.148, 0.757)  0.000
H (-5.366, 2.892, 0.911)  0.000
H (-4.730, 3.526, 2.434)  0.000
H (-3.879, 1.120, 1.190)  0.003
H (-2.980, 1.949, 2.458)  0.000
C (2.506, 6.071, -0.543)  0.000
C (1.851, 4.887, -1.178)  -0.002
C (0.701, 5.013, -1.944)  0.001
C (0.074, 3.916, -2.523)  0.000
C (-1.066, 4.151, -3.470)  0.000
C (0.579, 2.639, -2.262)  0.001
C (1.763, 2.495, -1.534)  0.016
C (2.434, 1.157, -1.378)  -0.002
C (2.392, 3.620, -1.014)  -0.005
C (-0.121, 1.389, -2.777)  0.009
O (-0.178, 1.126, -3.956)  -0.001
O (-0.634, 0.648, -1.845)  -0.020
H (2.183, 6.999, -1.004)  0.000
H (3.587, 6.000, -0.631)  0.000
H (2.263, 6.110, 0.519)  0.000
H (0.303, 5.998, -2.142)  0.000
H (-1.685, 4.991, -3.154)  0.000
H (-1.682, 3.267, -3.622)  0.000
H (-0.649, 4.413, -4.443)  0.000
H (2.093, 0.459, -2.148)  0.003
H (2.833, -0.238, 0.042)  -0.002
H (3.517, 1.299, -1.488)  0.001
H (3.328, 3.515, -0.483)  0.001
C (3.104, -6.245, -4.598)  0.000
C (2.376, -5.274, -3.737)  0.007
C (2.858, -4.915, -2.486)  -0.002
C (2.202, -3.992, -1.685)  -0.001
C (2.828, -3.612, -0.379)  0.006
C (0.996, -3.442, -2.135)  -0.008
Te (-0.241, -2.108, -1.012)  0.114
N (2.164, 0.525, -0.058)  0.041
C (2.238, 1.442, 1.027)  0.015
O (1.209, 2.080, 1.262)  -0.001
C (3.496, 1.635, 1.726)  -0.008
C (4.595, 0.777, 1.594)  0.001
C (5.792, 1.095, 2.201)  0.001
C (5.929, 2.277, 2.917)  0.000
C (4.841, 3.125, 3.066)  0.000
C (3.631, 2.804, 2.489)  0.000
C (0.014, -2.969, 0.927)  0.013
C (0.741, -2.250, 1.869)  0.005
C (0.943, -2.742, 3.144)  0.001
C (0.384, -3.958, 3.495)  0.000
C (-0.368, -4.659, 2.571)  -0.001
C (-0.558, -4.191, 1.274)  -0.010
C (-1.318, -5.013, 0.283)  0.002
C (0.502, -3.766, -3.414)  0.011
C (-0.756, -3.149, -3.952)  0.004
C (1.196, -4.682, -4.182)  -0.002
H (4.097, -6.453, -4.214)  0.000
H (3.188, -5.864, -5.613)  0.000
H (2.553, -7.183, -4.651)  0.001
H (3.782, -5.349, -2.132)  0.000
H (3.912, -3.671, -0.453)  0.000
H (2.512, -4.295, 0.410)  0.001
H (2.542, -2.600, -0.092)  0.001
H (4.513, -0.152, 1.048)  0.002
H (6.634, 0.426, 2.116)  0.000
H (6.878, 2.532, 3.362)  0.000
H (4.937, 4.038, 3.632)  0.000
H (2.777, 3.457, 2.578)  0.000
H (1.166, -1.285, 1.604)  0.004
H (1.544, -2.185, 3.848)  0.000
H (0.539, -4.361, 4.484)  0.000
H (-0.807, -5.603, 2.856)  0.000
H (-2.108, -5.577, 0.769)  0.000
H (-0.648, -5.728, -0.194)  0.000
H (-1.748, -4.381, -0.500)  -0.002
H (-0.657, -2.062, -4.013)  0.000
H (-1.609, -3.382, -3.309)  -0.001
H (-0.965, -3.527, -4.950)  0.000
H (0.817, -4.953, -5.156)  0.000

Its spin multiplicity is 2. Its gap between HOMO and LUMO (alpha / beta) is 5.25 / 5.22 eV. Its charge is +2. The value obtained for the LUMO energy (alpha / beta) is -6.61 / -6.63 eV. The calculation puts the largest force on an atom at 3.352 eV Å⁻¹. As for the expectation value of S²: 0.798.


Density functional theory data (the ωB97M-V functional and the def2-TZVPD basis) for a cluster of 2 separate species, C5H11NO3S in total.

Each line ends with the natural charge from an NBO analysis.
Geometry (Å):
C (2.158, 0.924, -0.297)  0.100
C (-2.384, 0.628, -0.625)  -0.596
C (-1.418, -0.627, 1.361)  -0.619
C (-0.296, -0.537, -0.918)  0.290
C (-1.085, 0.227, 0.130)  -0.307
N (0.347, -1.592, -0.737)  -0.708
O (2.114, -1.266, 1.265)  -0.938
O (2.926, 1.603, -1.177)  -0.734
O (2.246, 1.398, 1.100)  -0.688
S (3.057, -0.007, 1.031)  1.130
H (-2.647, -0.021, -1.326)  0.197
H (-2.265, 1.473, -1.229)  0.211
H (-3.220, 0.866, 0.081)  0.214
H (-0.539, -0.521, 1.946)  0.234
H (-2.198, -0.162, 2.047)  0.211
H (-1.803, -1.555, 1.022)  0.220
H (-0.377, -0.225, -1.912)  0.163
H (-0.439, 1.146, 0.238)  0.257
H (0.732, -2.138, -1.474)  0.377
H (3.806, 1.933, -0.999)  0.472
H (1.286, -1.548, 0.475)  0.513

Its gap between HOMO and LUMO is 8.65 eV. Its charge is 0. The value obtained for the LUMO energy is 0.61 eV. The calculation puts the largest force on an atom at 4.676 eV Å⁻¹.


Density functional theory data (the ωB97M-V functional and the def2-TZVPD basis) for a structure of composition C15H30ClNOP2Ru.

Each line ends with the natural charge from an NBO analysis.
Geometry (Å):
Ru (0.404, 0.168, 0.074)  0.719
P (-0.406, 1.287, 1.889)  1.085
P (1.165, -0.972, -1.813)  1.143
N (-0.850, -1.086, 0.386)  -0.513
H (1.150, 2.992, 0.068)  0.128
C (-1.737, 2.482, 1.571)  -0.950
H (-2.000, 2.961, 2.527)  0.226
H (-2.610, 1.949, 1.168)  0.251
H (-1.385, 3.234, 0.852)  0.248
C (0.862, 2.219, 2.793)  -0.956
H (0.349, 2.791, 3.579)  0.222
H (1.369, 2.899, 2.096)  0.245
H (1.580, 1.510, 3.222)  0.269
C (-1.143, 0.184, 3.158)  -0.942
H (-1.339, 0.778, 4.062)  0.225
H (-0.447, -0.631, 3.393)  0.263
H (-2.090, -0.231, 2.783)  0.252
C (0.391, -0.548, -3.404)  -0.945
H (0.860, -1.169, -4.181)  0.222
H (0.555, 0.518, -3.607)  0.269
H (-0.684, -0.762, -3.350)  0.245
C (2.932, -0.713, -2.110)  -0.957
H (3.174, -1.250, -3.038)  0.223
H (3.492, -1.121, -1.261)  0.259
H (3.122, 0.362, -2.225)  0.261
C (0.959, -2.773, -1.705)  -0.963
H (1.476, -3.215, -2.568)  0.223
H (-0.108, -3.024, -1.742)  0.252
H (1.403, -3.137, -0.772)  0.257
C (-1.592, -2.154, 0.702)  0.063
C (-3.744, -3.305, 0.704)  -0.208
C (-2.970, -2.239, 0.303)  -0.228
C (-1.041, -3.241, 1.470)  -0.179
C (-1.848, -4.299, 1.850)  -0.235
C (-3.196, -4.344, 1.475)  -0.227
H (-4.789, -3.341, 0.426)  0.211
H (-3.373, -1.420, -0.302)  0.216
H (0.015, -3.174, 1.753)  0.220
H (-1.415, -5.095, 2.451)  0.213
H (-3.821, -5.182, 1.788)  0.212
C (1.278, 2.835, -1.022)  0.109
O (0.800, 1.559, -1.337)  -0.855
C (0.421, 3.847, -1.801)  -0.632
H (1.054, 4.589, -2.302)  0.201
H (-0.248, 4.393, -1.131)  0.198
H (-0.193, 3.355, -2.568)  0.223
C (2.756, 2.997, -1.364)  -0.629
H (2.914, 2.912, -2.444)  0.201
H (3.381, 2.255, -0.868)  0.211
H (3.092, 3.994, -1.063)  0.206
Cl (2.076, -0.646, 1.436)  -0.551

Its spin multiplicity is 5. Its gap between HOMO and LUMO (alpha / beta) is 7.33 / 6.87 eV. Its charge is 0. The value obtained for the LUMO energy (alpha / beta) is 0.72 / -0.97 eV. The calculation puts the largest force on an atom at 2.967 eV Å⁻¹. As for the expectation value of S²: 6.064.


Density functional theory data (the ωB97M-V functional and the def2-TZVPD basis) for the ion C10H21N2 with charge +1.

Each line ends with the natural charge from an NBO analysis.
Geometry (Å):
C (-0.441, 0.257, -0.337)  0.123
C (-0.258, 2.035, -1.854)  -0.243
C (-1.528, 1.118, -2.253)  -0.234
C (-1.417, 0.279, 2.407)  -0.606
C (2.105, -1.570, -1.113)  -0.626
C (-0.670, -2.121, 0.358)  -0.638
C (0.870, 2.324, 0.248)  -0.465
C (-0.035, -0.457, 2.108)  -0.394
C (1.641, -1.297, 0.313)  -0.382
C (0.129, -0.810, 0.549)  -0.074
N (0.175, 1.373, -0.657)  -0.082
N (-1.326, -0.036, -1.304)  -0.322
H (0.504, 1.825, -2.581)  0.257
H (-0.413, 3.071, -1.607)  0.249
H (-2.495, 1.576, -2.021)  0.250
H (-1.439, 0.791, -3.238)  0.237
H (-1.508, 1.188, 1.838)  0.186
H (-2.219, -0.389, 1.916)  0.194
H (-1.624, 0.395, 3.481)  0.236
H (2.202, -0.580, -1.650)  0.196
H (3.102, -2.079, -1.086)  0.239
H (1.446, -2.358, -1.394)  0.217
H (-0.287, -2.847, 1.117)  0.243
H (-1.738, -1.884, 0.414)  0.198
H (-0.558, -2.748, -0.514)  0.224
H (1.705, 1.895, 0.826)  0.255
H (1.434, 3.087, -0.241)  0.242
H (0.116, 2.926, 0.871)  0.255
H (-0.203, -1.365, 2.674)  0.230
H (0.783, 0.238, 2.357)  0.204
H (1.555, -2.269, 0.779)  0.207
H (2.256, -0.733, 0.891)  0.196
H (-1.864, -0.837, -1.298)  0.427

Its spin multiplicity is 3. Its gap between HOMO and LUMO (alpha / beta) is 7.18 / 6.80 eV. Its charge is +1. The value obtained for the LUMO energy (alpha / beta) is -2.56 / -7.23 eV. The calculation puts the largest force on an atom at 7.084 eV Å⁻¹. As for the expectation value of S²: 2.007.


Density functional theory data (the ωB97M-V functional and the def2-TZVPD basis) for a cluster of 4 separate species, H8O4 in total.

Each line ends with the natural charge from an NBO analysis.
Geometry (Å):
O (-8.964, -7.719, -0.512)  -0.942
H (-8.285, -8.334, -0.791)  0.470
H (-8.546, -7.060, 0.074)  0.472
O (4.680, 3.174, -2.201)  -0.944
H (5.384, 3.115, -2.883)  0.472
H (5.014, 2.753, -1.394)  0.472
O (-5.243, -0.853, 0.433)  -0.926
H (-4.660, -0.891, 1.201)  0.463
H (-4.664, -1.290, -0.214)  0.463
O (8.053, 5.831, 1.953)  -0.925
H (8.951, 6.075, 1.691)  0.463
H (8.280, 5.198, 2.643)  0.462

Its SMILES is O.O.O.O. Its gap between HOMO and LUMO is 12.37 eV. Its charge is 0. The value obtained for the LUMO energy is 0.86 eV. The calculation puts the largest force on an atom at 1.102 eV Å⁻¹.


Density functional theory data (the ωB97M-V functional and the def2-TZVPD basis) for a cluster of 2 separate species, C4H9NO2 in total.

Each line ends with the natural charge from an NBO analysis.
Geometry (Å):
H (0.665, -1.465, -1.919)  0.328
N (1.187, -1.490, -1.042)  -0.693
C (1.267, -0.329, -0.486)  0.551
C (2.096, -0.067, 0.724)  -0.689
O (0.829, 0.774, -1.114)  -0.693
H (1.814, 0.887, 1.178)  0.223
H (1.936, -0.868, 1.451)  0.242
H (3.152, -0.038, 0.450)  0.246
H (0.330, 0.543, -1.912)  0.486
C (-2.079, 0.909, 0.301)  -0.721
C (-1.589, -0.494, 0.480)  0.426
O (-1.815, -1.377, -0.360)  -0.525
H (-1.328, 1.608, 0.676)  0.229
H (-3.013, 1.043, 0.850)  0.242
H (-2.244, 1.109, -0.761)  0.229
H (-1.209, -0.747, 1.484)  0.119

Its SMILES is [H]/N=C(/C)O.CC=O. Its gap between HOMO and LUMO is 10.63 eV. Its charge is 0. The value obtained for the LUMO energy is 0.73 eV. The calculation puts the largest force on an atom at 3.557 eV Å⁻¹.


Density functional theory data (the ωB97M-V functional and the def2-TZVPD basis) for a cluster of 4 separate species, C23H19N2O6 in total.

Each line ends with the natural charge from an NBO analysis.
Geometry (Å):
N (4.288, -2.249, -1.773)  -0.670
C (2.867, -1.867, -1.656)  0.007
C (1.911, -2.864, -1.613)  -0.165
C (0.601, -2.480, -1.466)  -0.235
C (0.327, -1.127, -1.374)  0.054
N (1.226, -0.150, -1.447)  -0.364
C (2.471, -0.561, -1.587)  0.029
H (4.395, -3.261, -1.704)  0.455
H (4.746, -1.868, -2.602)  0.445
H (4.793, -1.840, -0.974)  0.474
H (2.198, -3.912, -1.685)  0.226
H (-0.193, -3.216, -1.423)  0.252
H (-0.723, -0.839, -1.225)  0.265
H (3.249, 0.210, -1.650)  0.192
C (9.579, 0.272, -0.634)  -0.189
C (8.860, -0.824, -0.404)  -0.246
C (7.531, -1.014, -1.018)  0.513
O (6.884, -2.032, -0.792)  -0.590
C (7.025, 0.062, -1.904)  -0.282
C (7.738, 1.159, -2.138)  -0.155
C (9.077, 1.351, -1.519)  0.458
O (9.725, 2.347, -1.733)  -0.424
H (10.555, 0.428, -0.192)  0.251
H (9.211, -1.622, 0.238)  0.246
H (6.049, -0.088, -2.350)  0.189
H (7.385, 1.955, -2.781)  0.246
C (-3.855, 0.172, 1.197)  -0.240
C (-4.042, 0.518, 2.468)  -0.212
C (-3.012, 0.253, 3.500)  0.468
O (-3.180, 0.565, 4.657)  -0.467
C (-1.759, -0.413, 3.060)  -0.194
C (-1.571, -0.759, 1.789)  -0.260
C (-2.606, -0.491, 0.761)  0.512
O (-2.434, -0.805, -0.405)  -0.539
H (-4.597, 0.358, 0.432)  0.264
H (-4.948, 1.005, 2.807)  0.232
H (-1.017, -0.599, 3.827)  0.234
H (-0.665, -1.246, 1.451)  0.217
C (-8.825, 2.107, 2.264)  -0.213
C (-8.018, 1.091, 1.969)  -0.241
C (-7.306, 1.029, 0.671)  0.485
O (-6.569, 0.099, 0.402)  -0.525
C (-7.523, 2.138, -0.286)  -0.236
C (-8.330, 3.155, 0.007)  -0.215
C (-9.045, 3.220, 1.307)  0.470
O (-9.777, 4.145, 1.576)  -0.463
H (-9.355, 2.171, 3.206)  0.240
H (-7.845, 0.270, 2.654)  0.234
H (-6.993, 2.073, -1.228)  0.233
H (-8.503, 3.974, -0.679)  0.239

Its gap between HOMO and LUMO is 7.13 eV. Its charge is +1. The value obtained for the LUMO energy is -4.69 eV. The calculation puts the largest force on an atom at 1.989 eV Å⁻¹.


Density functional theory data (the ωB97M-V functional and the def2-TZVPD basis) for a cluster of 2 separate species, H4O2 in total.

Each line ends with the natural charge from an NBO analysis.
Geometry (Å):
O (0.627, -0.262, 1.164)  -0.937
H (-0.044, -0.247, 1.851)  0.466
H (1.113, 0.567, 1.429)  0.478
O (-0.514, 0.215, -1.328)  -0.943
H (-0.473, -0.296, -0.535)  0.480
H (-1.496, 0.352, -1.433)  0.457

Its SMILES is O.O. Its gap between HOMO and LUMO is 11.64 eV. Its charge is 0. The value obtained for the LUMO energy is 0.71 eV. The calculation puts the largest force on an atom at 2.552 eV Å⁻¹.